Molecular formula: C5H15OPSi
Method: DFT, ωB97M-V with the def2-TZVPD basis set

Summary:
**Relative energy (zero: lowest compared OMol25 entry of this formula, charge and spin)**: 0.850 eV
**F_max**: 3.9 eV/A
**Energy**: -24642.309 eV
**Molar mass**: 150.2 g/mol
**Gap between HOMO and LUMO**: 9.98 eV
**Multiplicity**: 1

The geometry in XYZ format:
```
23
Properties=species:S:1:pos:R:3:forces:R:3:nbo_charge:R:1
C -0.560735 -0.672674 2.296011 -0.9 -0.1 -3.3 -1.05
Si 0.361637 -0.700148 0.502954 0.1 -1.5 1.9 1.20
C -0.479073 -2.248537 -0.255985 1.2 0.0 0.6 -1.08
C 2.267551 -0.777309 0.814852 -1.2 1.3 0.5 -1.07
P 0.152722 0.915150 -1.039654 -2.4 3.0 -0.5 1.48
C -1.572611 0.727815 -1.752731 2.8 1.5 -1.7 -0.97
C 0.159511 2.731349 -0.450864 -1.5 -1.3 -0.7 -0.95
O 1.160355 0.676105 -2.090506 0.9 -0.4 -0.5 -1.11
H -1.215991 0.195056 2.338239 0.5 0.5 0.6 0.23
H -1.346322 -1.500363 2.231018 1.8 0.6 0.6 0.24
H 0.302786 -0.697426 2.935132 -0.4 -0.2 1.0 0.24
H -0.098165 -3.294367 -0.249707 0.0 0.9 0.6 0.26
H -1.512323 -2.200624 0.004152 -0.8 -0.2 0.6 0.23
H -0.490669 -1.991110 -1.258708 0.1 0.2 -2.5 0.23
H 2.742294 0.250108 0.871662 -0.7 -1.2 0.3 0.25
H 2.247262 -1.324773 1.757224 0.6 0.3 0.4 0.22
H 2.861722 -1.342433 0.144469 0.3 -0.6 -1.0 0.25
H -1.692821 1.360093 -2.696117 0.3 -0.8 1.4 0.25
H -1.427001 -0.275577 -2.013878 -0.6 -1.6 -0.9 0.22
H -2.367541 0.836413 -1.106485 -1.7 0.3 1.5 0.22
H 0.141286 3.523729 -1.199419 0.0 -0.6 -0.7 0.25
H -0.696555 2.969132 0.180298 0.1 -0.3 0.4 0.23
H 1.062685 2.840393 0.038044 1.8 0.4 1.5 0.22
```
Positions in Å, forces in eV/Å.